(1)
C14H19Cl2NO4V as an isolated structure in a non-equilibrium geometry, computed with wB97M-V/def2-TZVPD.

As for the spin multiplicity: 3. Its HOMO energy (alpha / beta) is -10.854 / -10.932 eV. Its charge is +1. The value obtained for the gap between HOMO and LUMO (alpha / beta) is 7.0 / 6.9 eV. The energy above the lowest of the compared OMol25 structures with the same formula, charge and spin is 540.39 kJ/mol.

```
41
Properties=species:S:1:pos:R:3:forces:R:3:nbo_charge:R:1
V -0.354 -0.196 0.342 -0.65 -0.68 -0.30 1.3238
C -0.774 -1.427 3.183 -0.23 -0.11 -0.17 -0.1463
C -1.274 -0.383 2.213 1.36 0.73 0.09 -0.3509
O -3.050 1.063 -0.063 0.22 0.00 0.52 -0.9560
C -2.667 2.098 -0.892 -0.20 0.08 -0.32 -0.0684
C -1.298 2.659 -0.551 -0.02 -0.05 0.00 -0.0737
O -0.231 1.648 -0.654 -0.02 0.23 0.18 -0.5923
C 1.053 2.242 -0.373 0.04 0.04 -0.04 -0.0905
C 2.065 1.155 -0.086 0.00 0.01 0.08 -0.0965
O 1.484 0.355 0.968 -0.01 -0.05 -0.09 -0.5640
C 2.356 -0.497 1.748 0.02 0.02 0.03 -0.0786
C 1.546 -1.545 2.485 -0.02 0.00 -0.01 -0.1066
O 0.563 -0.972 3.351 0.05 -0.01 0.06 -0.4917
H -1.247 -1.407 4.163 0.03 0.01 0.02 0.2111
H -0.829 -2.437 2.768 0.02 -0.01 0.03 0.2050
H -3.877 -0.236 0.612 0.38 0.93 -0.99 0.4481
H -1.723 0.506 2.660 -0.55 -0.25 -0.04 0.2194
H -2.648 1.784 -1.948 0.00 -0.02 0.02 0.1622
H -3.334 2.974 -0.855 -0.03 -0.03 0.07 0.1787
H -1.046 3.458 -1.250 0.03 0.02 0.04 0.2023
H -1.269 3.031 0.477 -0.05 0.03 -0.01 0.1824
H 1.372 2.852 -1.219 -0.01 -0.03 -0.03 0.2223
H 0.953 2.880 0.509 0.01 0.02 -0.01 0.2004
H 2.262 0.514 -0.949 0.01 0.03 -0.02 0.2096
H 2.996 1.610 0.256 0.01 -0.03 0.02 0.2276
H 3.043 -1.009 1.070 0.03 0.00 0.03 0.2100
H 2.915 0.142 2.432 -0.03 0.03 0.00 0.2114
H 1.085 -2.224 1.765 -0.03 0.03 0.00 0.2217
H 2.247 -2.111 3.105 0.01 -0.02 -0.03 0.2190
Cl -2.709 -0.976 0.838 -0.63 -1.19 0.92 0.5169
C -2.612 -2.707 0.479 0.22 0.04 -0.35 -0.0625
C -3.630 -3.630 0.640 -0.01 0.27 0.19 -0.2442
C -3.375 -4.890 0.152 0.10 -0.13 -0.07 -0.2158
C -2.146 -5.167 -0.464 -0.16 -0.09 0.04 -0.1825
C -1.171 -4.209 -0.607 0.16 0.23 0.03 -0.0485
Cl 0.328 -4.595 -1.365 -0.03 -0.03 0.00 0.0532
C -1.351 -2.876 -0.140 -0.03 -0.17 0.07 0.0904
N -0.423 -1.893 -0.208 0.02 0.20 0.08 -0.8791
H -4.562 -3.367 1.120 -0.02 -0.04 -0.02 0.2449
H -4.121 -5.666 0.241 0.00 0.00 0.00 0.2416
H -1.953 -6.162 -0.841 0.01 0.00 0.00 0.2464
```
Positions in Å, forces in eV/Å.


(2)
A 3-piece molecular cluster, C14H19ClFO9 overall in a non-equilibrium geometry, computed with wB97M-V/def2-TZVPD.

Its HOMO energy is -2.243 eV. Its charge is -1. The value obtained for the gap between HOMO and LUMO is 4.6 eV.

```
44
Properties=species:S:1:pos:R:3:forces:R:3:nbo_charge:R:1
C -2.169 2.643 -0.324 -0.49 -0.22 -0.04 -0.6070
C -3.117 2.418 -1.539 1.43 -0.48 0.31 -0.5114
C -3.065 0.962 -1.948 -1.16 -0.04 -0.64 0.8218
O -4.070 0.288 -2.085 0.60 0.09 0.36 -0.6213
O -1.826 0.505 -2.190 0.01 0.36 0.81 -0.5323
C -1.544 -0.793 -1.620 0.12 -0.92 -0.25 -0.0867
C -0.134 -0.929 -1.007 0.26 1.69 -0.94 -0.4834
C 1.045 -0.205 -1.666 -0.21 -0.40 -0.29 -0.3363
Cl 0.934 1.627 -1.235 0.11 0.08 0.20 -0.2902
C 0.975 -0.241 -3.202 1.28 -0.68 1.22 -0.6021
C 2.213 -0.857 -3.853 -0.56 1.07 -1.77 0.8937
O 2.532 -0.583 -4.987 0.24 -0.65 1.18 -0.6101
F 2.939 -1.756 -3.169 -0.17 0.02 0.03 -0.3409
H -1.793 1.701 0.065 0.00 -0.11 0.02 0.2198
H -2.697 3.131 0.492 0.10 0.27 -0.02 0.2049
H -1.287 3.187 -0.633 0.06 0.24 0.16 0.2276
H -2.683 2.969 -2.372 -0.34 0.24 -0.16 0.2277
H -4.131 2.719 -1.316 -0.19 -0.05 -0.26 0.2158
H -1.671 -1.540 -2.407 -0.15 0.05 -0.09 0.1613
H -2.298 -0.995 -0.859 -0.10 -0.09 -0.03 0.1799
H -0.172 -0.609 0.017 -0.03 0.11 0.25 0.2205
H 0.133 -1.981 -1.001 -0.24 -0.26 -0.06 0.2061
H 0.978 0.772 -3.584 -0.37 0.02 -0.42 0.2474
H 0.142 -0.828 -3.607 -0.17 0.18 -0.14 0.2010
C 0.997 -5.455 1.013 0.07 -0.20 -0.14 -0.0989
C 1.257 -5.206 2.483 0.08 -0.14 0.14 -0.0979
O 1.212 -3.784 2.569 -0.04 -0.11 -0.15 -0.4962
C 0.467 -3.322 1.522 0.04 0.13 -0.08 0.9673
O 0.103 -2.207 1.388 -0.05 -0.38 0.80 -0.5407
O 0.205 -4.329 0.644 0.05 -0.06 0.21 -0.4885
H 0.458 -6.382 0.829 -0.14 0.11 -0.07 0.1950
H 1.914 -5.451 0.420 0.01 0.04 0.03 0.1879
H 0.475 -5.624 3.122 -0.02 0.00 -0.04 0.1763
H 2.223 -5.582 2.813 0.04 0.17 0.03 0.1962
C 2.050 3.907 2.921 0.22 -0.02 0.07 -0.0977
C 1.352 2.632 2.513 0.22 -0.29 -0.21 -0.1152
O -0.025 2.943 2.771 0.12 0.23 0.07 -0.4822
C -0.164 4.286 2.732 -0.06 -0.13 -0.07 0.9708
O -1.204 4.861 2.746 -0.06 0.10 0.04 -0.5872
O 1.048 4.899 2.683 -0.05 -0.09 0.04 -0.4976
H 2.942 4.107 2.332 -0.11 0.15 -0.09 0.2024
H 2.314 3.923 3.982 -0.05 0.01 0.00 0.1689
H 1.474 2.407 1.452 -0.09 -0.01 -0.06 0.2338
H 1.669 1.771 3.095 -0.23 -0.02 0.07 0.1978
```
Positions in Å, forces in eV/Å.


(3)
C14H19F6N6O5S3V as an isolated structure in a non-equilibrium geometry, computed with wB97M-V/def2-TZVPD.

As for the spin multiplicity: 3. Its HOMO energy (alpha / beta) is -7.740 / -8.088 eV. The value obtained for the gap between HOMO and LUMO (alpha / beta) is 7.6 / 7.9 eV. The energy above the lowest of the compared OMol25 structures with the same formula, charge and spin is 201.93 kJ/mol.

```
54
Properties=species:S:1:pos:R:3:forces:R:3:nbo_charge:R:1
V 0.217 0.050 0.082 -0.40 2.33 -1.72 1.2405
N -1.906 1.193 -3.568 -0.07 0.03 -0.33 -0.7967
C -1.588 0.723 -2.339 0.16 -0.13 0.97 0.2797
S -0.946 1.809 -1.154 -0.54 0.57 -0.18 -0.2376
N -1.757 -0.521 -2.046 -0.67 -0.19 -1.90 -0.4080
N -1.405 -0.864 -0.790 -0.49 -1.05 1.00 -0.3311
C -1.902 -1.996 -0.400 -0.49 0.51 -0.83 0.1630
C -1.810 -2.580 0.899 0.66 0.25 1.02 -0.2357
C -2.523 -3.748 1.215 0.16 0.19 -0.09 -0.1310
C -2.474 -4.294 2.478 -0.06 -0.06 -0.05 -0.2442
C -1.707 -3.681 3.464 -0.09 0.15 -0.11 -0.1625
C -1.012 -2.524 3.191 0.02 0.27 -0.15 -0.2721
C -1.032 -1.956 1.906 -1.54 -1.28 0.28 0.4323
O -0.351 -0.862 1.652 -0.38 0.51 0.18 -0.8194
H -2.052 2.186 -3.643 0.01 -0.11 -0.07 0.4003
H -2.477 0.590 -4.141 -0.03 0.05 0.00 0.4006
H -2.492 -2.534 -1.140 -0.08 0.11 0.01 0.2072
H -3.115 -4.220 0.446 -0.08 -0.03 -0.12 0.2133
H -3.039 -5.184 2.711 -0.01 -0.09 -0.05 0.2171
H -1.671 -4.101 4.460 0.02 -0.02 0.04 0.2171
H -0.430 -2.031 3.953 0.03 -0.01 0.07 0.2389
F 4.019 -3.734 -0.038 -0.44 0.05 0.32 -0.2957
C 3.097 -2.928 -0.540 -0.02 0.18 -0.41 0.7319
F 2.862 -3.302 -1.804 -0.09 -0.22 0.04 -0.3164
F 3.599 -1.683 -0.611 0.10 -0.04 0.11 -0.3267
S 1.400 -2.835 0.286 1.85 -2.12 -0.54 2.2835
O 0.915 -1.786 -0.588 -0.32 0.80 -0.19 -0.9504
O 0.837 -4.124 0.092 -0.06 -0.14 0.23 -0.8820
N 1.600 -2.488 1.786 -0.22 0.09 -0.13 -1.1628
S 1.730 -0.971 2.232 3.67 -1.26 3.27 2.2918
O 2.003 -0.055 1.148 -0.28 0.97 -1.38 -0.9665
O 1.226 -0.440 3.466 -0.39 -0.28 0.20 -0.9036
C 3.522 -1.199 2.825 0.23 0.13 -0.10 0.7360
F 3.605 -2.008 3.882 -0.32 0.04 -0.10 -0.3140
F 4.308 -1.708 1.864 -0.21 0.02 0.10 -0.3300
F 4.065 -0.020 3.175 -0.37 0.03 -0.08 -0.3274
N 0.022 1.733 1.454 -0.06 -0.37 0.45 -0.8252
C 0.607 3.057 1.231 0.28 0.53 0.08 -0.2181
C 2.113 3.019 0.956 -0.18 0.06 -0.14 -0.4126
C 2.531 2.939 -0.522 0.14 -0.30 0.11 -0.4161
C 2.867 1.543 -1.055 0.53 0.43 -0.09 -0.2105
N 1.685 0.779 -1.465 0.13 -0.66 -0.14 -0.8371
H -0.969 1.848 1.673 0.25 -0.20 -0.04 0.4001
H 0.467 1.307 2.269 -0.32 0.25 0.13 0.4042
H 0.434 3.673 2.122 -0.06 -0.03 -0.15 0.1934
H 0.085 3.522 0.389 0.05 0.05 0.19 0.2107
H 2.558 2.192 1.508 0.10 0.10 0.10 0.2228
H 2.538 3.938 1.362 -0.06 -0.02 0.06 0.2184
H 3.443 3.531 -0.626 -0.06 0.01 -0.11 0.2181
H 1.765 3.397 -1.153 0.06 0.08 -0.05 0.2099
H 3.397 0.974 -0.290 0.04 0.06 -0.14 0.2184
H 3.545 1.663 -1.916 -0.15 -0.10 0.21 0.1882
H 1.986 -0.144 -1.777 0.13 0.13 -0.16 0.3982
H 1.272 1.251 -2.274 -0.11 -0.27 0.42 0.3977
```
Positions in Å, forces in eV/Å.


Question: Number 2 is which compound?
Answer: C14H19ClFO9


What did the second record say?
A 3-piece molecular cluster, C14H19ClFO9 overall in a non-equilibrium geometry, computed with wB97M-V/def2-TZVPD.

Its HOMO energy is -2.243 eV. Its charge is -1. The value obtained for the gap between HOMO and LUMO is 4.6 eV.

```
44
Properties=species:S:1:pos:R:3:forces:R:3:nbo_charge:R:1
C -2.169 2.643 -0.324 -0.49 -0.22 -0.04 -0.6070
C -3.117 2.418 -1.539 1.43 -0.48 0.31 -0.5114
C -3.065 0.962 -1.948 -1.16 -0.04 -0.64 0.8218
O -4.070 0.288 -2.085 0.60 0.09 0.36 -0.6213
O -1.826 0.505 -2.190 0.01 0.36 0.81 -0.5323
C -1.544 -0.793 -1.620 0.12 -0.92 -0.25 -0.0867
C -0.134 -0.929 -1.007 0.26 1.69 -0.94 -0.4834
C 1.045 -0.205 -1.666 -0.21 -0.40 -0.29 -0.3363
Cl 0.934 1.627 -1.235 0.11 0.08 0.20 -0.2902
C 0.975 -0.241 -3.202 1.28 -0.68 1.22 -0.6021
C 2.213 -0.857 -3.853 -0.56 1.07 -1.77 0.8937
O 2.532 -0.583 -4.987 0.24 -0.65 1.18 -0.6101
F 2.939 -1.756 -3.169 -0.17 0.02 0.03 -0.3409
H -1.793 1.701 0.065 0.00 -0.11 0.02 0.2198
H -2.697 3.131 0.492 0.10 0.27 -0.02 0.2049
H -1.287 3.187 -0.633 0.06 0.24 0.16 0.2276
H -2.683 2.969 -2.372 -0.34 0.24 -0.16 0.2277
H -4.131 2.719 -1.316 -0.19 -0.05 -0.26 0.2158
H -1.671 -1.540 -2.407 -0.15 0.05 -0.09 0.1613
H -2.298 -0.995 -0.859 -0.10 -0.09 -0.03 0.1799
H -0.172 -0.609 0.017 -0.03 0.11 0.25 0.2205
H 0.133 -1.981 -1.001 -0.24 -0.26 -0.06 0.2061
H 0.978 0.772 -3.584 -0.37 0.02 -0.42 0.2474
H 0.142 -0.828 -3.607 -0.17 0.18 -0.14 0.2010
C 0.997 -5.455 1.013 0.07 -0.20 -0.14 -0.0989
C 1.257 -5.206 2.483 0.08 -0.14 0.14 -0.0979
O 1.212 -3.784 2.569 -0.04 -0.11 -0.15 -0.4962
C 0.467 -3.322 1.522 0.04 0.13 -0.08 0.9673
O 0.103 -2.207 1.388 -0.05 -0.38 0.80 -0.5407
O 0.205 -4.329 0.644 0.05 -0.06 0.21 -0.4885
H 0.458 -6.382 0.829 -0.14 0.11 -0.07 0.1950
H 1.914 -5.451 0.420 0.01 0.04 0.03 0.1879
H 0.475 -5.624 3.122 -0.02 0.00 -0.04 0.1763
H 2.223 -5.582 2.813 0.04 0.17 0.03 0.1962
C 2.050 3.907 2.921 0.22 -0.02 0.07 -0.0977
C 1.352 2.632 2.513 0.22 -0.29 -0.21 -0.1152
O -0.025 2.943 2.771 0.12 0.23 0.07 -0.4822
C -0.164 4.286 2.732 -0.06 -0.13 -0.07 0.9708
O -1.204 4.861 2.746 -0.06 0.10 0.04 -0.5872
O 1.048 4.899 2.683 -0.05 -0.09 0.04 -0.4976
H 2.942 4.107 2.332 -0.11 0.15 -0.09 0.2024
H 2.314 3.923 3.982 -0.05 0.01 0.00 0.1689
H 1.474 2.407 1.452 -0.09 -0.01 -0.06 0.2338
H 1.669 1.771 3.095 -0.23 -0.02 0.07 0.1978
```
Positions in Å, forces in eV/Å.


Question: Which formula does entry 2 have?
Answer: C14H19ClFO9